No. 1
C3H6N2OS2 | the ωB97M-V functional and the def2-TZVPD basis

Structure (ORCA input):
```
! wB97M-V def2-TZVPD RIJCOSX def2/J DEFGRID3
* xyz 0 1
N 2.25288 -0.62285 1.30411
C 1.45050 -0.60318 0.20302
O 1.67801 -1.28115 -0.77574
C 0.21814 0.31462 0.33802
S 0.63249 1.87892 -0.47405
C -1.07863 -0.38546 -0.11366
N -0.97692 -1.28036 -1.08396
S -2.53222 -0.01138 0.61406
H 2.29248 0.15242 1.90370
H 3.14278 -1.11458 1.16104
H -0.02068 0.58265 1.35490
H 0.94518 1.34466 -1.66670
H -0.06258 -1.60142 -1.40782
H -1.79730 -1.62853 -1.48481
*
```

Summary:
- energy relative to the best compared isomer or geometry (same formula, charge and spin) (kJ/mol) = 19.13
- Kohn-Sham gap (eV) = 8.793
- molecular weight (g mol⁻¹) = 150.23
- DFT total energy (eV) = -29907.1262
- SMILES = NC(=O)[C@@H](S)C(N)=S

No. 2
C38H28GeN4O4PdS | the ωB97M-V functional and the def2-TZVPD basis

Structure (ORCA input):
```
! wB97M-V def2-TZVPD RIJCOSX def2/J DEFGRID3
* xyz 0 1
Pd 0.49911 1.84346 0.56810
O 2.61731 0.23686 4.30020
C 2.01827 0.69651 3.37104
O 1.92467 0.05461 2.20588
C 1.44866 2.09433 3.46131
C 1.57275 2.78129 4.65769
C 1.13073 4.09302 4.72402
C 0.58880 4.68317 3.59565
C 0.50405 3.94613 2.42756
N 0.92232 2.67548 2.38143
C -0.05614 4.55980 1.13309
O -0.66149 5.61435 1.23236
O 0.19359 3.88796 0.07362
H 2.01914 2.27382 5.49945
H 1.21618 4.64950 5.64798
H 0.22265 5.69978 3.57679
N -1.37901 2.39554 -3.18656
C -0.53251 2.13635 -4.28065
C -1.02237 2.22342 -5.57264
C -0.18958 1.94635 -6.64966
C 1.11694 1.54607 -6.42872
C 1.59535 1.42893 -5.12952
C 0.78058 1.74643 -4.05670
S 1.41070 1.74689 -2.41196
N -0.01979 1.53075 -1.49830
C -1.15828 1.95755 -1.92008
C -2.35576 1.88731 -1.02243
C -3.65076 2.06769 -1.49545
C -4.70313 1.99425 -0.59613
C -4.43770 1.72216 0.73217
C -3.11655 1.51608 1.10320
N -2.10922 1.59727 0.25085
H -2.27270 2.79801 -3.40101
H -2.05403 2.51247 -5.73782
H -0.57218 2.03261 -7.65747
H 1.76724 1.31908 -7.26246
H 2.61279 1.10545 -4.94786
H -3.87546 2.23411 -2.53991
H -5.71864 2.14029 -0.93893
H -5.22978 1.65862 1.46491
H -2.85693 1.27218 2.12785
C 0.64708 0.06930 1.47906
Ge 0.60782 -1.78525 0.79481
C -1.09455 -2.25866 -0.04696
C -1.62441 -1.46177 -1.05988
C -2.81763 -1.79370 -1.68456
C -3.50004 -2.94281 -1.31041
C -2.97514 -3.76051 -0.32047
C -1.78107 -3.42104 0.30282
C 2.10743 -2.07408 -0.40760
C 2.44765 -3.35836 -0.83153
C 3.50448 -3.55933 -1.70698
C 4.23450 -2.47375 -2.17300
C 3.90856 -1.19179 -1.75656
C 2.85253 -0.99632 -0.87695
C 0.81729 -2.85849 2.41304
C -0.24929 -3.02808 3.29636
C -0.07939 -3.69540 4.50085
C 1.16755 -4.20015 4.84199
C 2.23977 -4.03104 3.97867
C 2.06449 -3.36182 2.77584
H -0.14666 0.11189 2.24076
H -1.08341 -0.57880 -1.37129
H -3.21204 -1.16099 -2.47162
H -4.43096 -3.20687 -1.79653
H -3.49434 -4.66660 -0.03388
H -1.38275 -4.07369 1.07098
H 1.88386 -4.21449 -0.47498
H 3.75927 -4.56200 -2.02677
H 5.05960 -2.62961 -2.85671
H 4.47823 -0.34185 -2.11190
H 2.61507 0.00703 -0.54267
H -1.22979 -2.63545 3.04476
H -0.91825 -3.81944 5.17463
H 1.30419 -4.71832 5.78280
H 3.21714 -4.41183 4.24681
H 2.91338 -3.22189 2.11618
*
```

Summary:
- energy relative to the best compared isomer or geometry (same formula, charge and spin) (kJ/mol) = 124.52
- Kohn-Sham gap (eV) = 7.396
- molecular weight (g mol⁻¹) = 815.76
- DFT total energy (eV) = -124842.2847

No. 3
C14H54N14O13 | the ωB97M-V functional and the def2-TZVPD basis

Structure (ORCA input):
```
! wB97M-V def2-TZVPD RIJCOSX def2/J DEFGRID3
* xyz 0 1
C 4.88367 -7.95155 -22.52498
C 5.58153 -7.15824 -21.38719
O 4.72410 -6.90965 -20.25877
H 5.62540 -8.41257 -23.27410
H 4.23563 -7.20379 -23.07808
H 4.32663 -8.64719 -21.91130
H 5.95385 -6.16730 -21.68880
H 6.48941 -7.63134 -21.13540
H 4.03820 -6.29433 -20.52297
C 2.80450 -9.60911 -18.86255
O 2.70058 -10.71366 -19.62321
N 3.69805 -9.47871 -17.94253
N 1.93265 -8.69587 -18.87992
H 4.62910 -10.13974 -18.01129
H 4.04911 -8.50115 -17.73145
H 1.28660 -8.63950 -19.68299
H 2.12162 -7.75622 -18.49272
C 1.69028 -2.51898 -18.36901
O 2.33454 -3.42010 -17.50503
N 1.27794 -1.35383 -17.91641
N 1.76727 -2.54942 -19.63674
H 1.12888 -1.25793 -16.88869
H 0.87092 -0.69237 -18.62801
H 2.08160 -3.44151 -19.97779
H 0.97369 -2.17954 -20.22726
C 5.27476 -8.52988 -13.73544
O 6.17150 -9.59280 -13.63239
N 5.48745 -7.52782 -13.01871
N 4.15210 -8.50456 -14.46115
H 6.43575 -7.45527 -12.60671
H 4.87067 -6.78006 -12.82952
H 4.01422 -9.31177 -15.09945
H 3.89213 -7.59359 -14.93231
C -0.84589 -5.96280 -20.51051
O 0.20499 -6.13794 -19.59178
N -0.90625 -6.72673 -21.55963
N -1.76466 -5.03592 -20.33254
H -0.37995 -7.61170 -21.63282
H -1.50162 -6.40351 -22.38335
H -1.77799 -4.45558 -19.44125
H -2.33411 -4.59987 -21.12954
C 3.37332 -6.40911 -16.97493
O 2.21044 -6.27121 -17.59876
N 4.49776 -6.95556 -17.45388
N 3.44913 -6.11399 -15.68492
H 4.52599 -7.09446 -18.43457
H 5.39669 -6.69883 -17.06639
H 2.61550 -5.50261 -15.42654
H 4.35917 -5.84346 -15.17790
C 6.45474 -5.22047 -15.82780
O 6.42758 -3.91378 -16.38711
N 6.88463 -6.31949 -16.51220
N 6.00655 -5.46808 -14.64086
H 7.45112 -5.99815 -17.32540
H 7.29138 -7.22965 -16.09140
H 5.81143 -4.60208 -14.07056
H 6.00521 -6.34984 -14.15656
C 0.58554 -5.14493 -14.24428
O -0.20473 -6.32638 -14.51324
N 1.25118 -4.69609 -15.26387
N 0.65403 -4.58760 -13.11658
H 1.14099 -5.13185 -16.15519
H 1.55851 -3.68421 -15.23966
H 0.27296 -4.97521 -12.26557
H 1.23268 -3.74625 -13.05653
C 2.46844 -4.98024 -21.59197
O 2.68514 -5.23316 -20.21425
H 2.95654 -3.98477 -21.80681
H 1.42933 -4.78749 -21.74630
H 2.85080 -5.67064 -22.38012
H 1.85394 -5.53264 -19.78071
C -0.66620 -8.19555 -17.39096
O 0.27753 -9.04207 -16.80922
H -0.26895 -7.25513 -17.61958
H -1.55079 -8.04345 -16.79387
H -1.04814 -8.73160 -18.29832
H 0.93058 -8.97267 -17.51497
C 3.31428 -5.61609 -11.51366
O 3.53739 -5.44400 -12.85489
H 3.18400 -4.67113 -10.97325
H 4.26348 -5.83944 -11.07152
H 2.37688 -6.23908 -11.31830
H 3.07073 -4.65625 -13.17245
C 6.61825 -9.76741 -18.08660
O 5.89970 -10.95300 -17.89183
H 7.67102 -10.05505 -18.25790
H 6.58139 -9.28139 -17.15584
H 6.12424 -9.18440 -18.81820
H 6.47927 -11.59125 -17.40099
C 5.67321 -3.71548 -19.85648
O 6.75425 -4.06551 -20.70518
H 5.84037 -2.71216 -19.43724
H 5.59150 -4.44631 -18.99169
H 4.76275 -3.74944 -20.49634
H 7.12717 -3.28190 -21.09870
*
```

Summary:
- energy relative to the best compared isomer or geometry (same formula, charge and spin) (kJ/mol) = 540.50
- Kohn-Sham gap (eV) = 7.129
- molecular weight (g mol⁻¹) = 626.67
- DFT total energy (eV) = -62866.4821

No. 4
C3H9N3O2 | the ωB97M-V functional and the def2-TZVPD basis

Structure (ORCA input):
```
! wB97M-V def2-TZVPD RIJCOSX def2/J DEFGRID3
* xyz 0 1
C -0.86920 1.42211 1.48325
C -0.14018 -1.98516 0.09328
N 0.08564 -0.64892 -0.40866
N -0.92246 0.31178 -0.15664
C 1.29034 -0.27706 -0.95619
N 1.37267 1.05546 -1.30448
O -1.94188 1.00744 1.96435
O 2.16428 -1.08390 -1.19662
H -1.75312 -0.09219 0.39302
H -1.20413 0.76837 -1.02755
H 0.88903 1.73134 -0.73978
H 2.29411 1.33176 -1.60250
H -0.80912 2.40807 0.98934
H 0.10246 1.03065 1.82907
H -0.30445 -1.97048 1.17370
H 0.74854 -2.57057 -0.13066
H -1.00253 -2.43872 -0.40292
*
```

Summary:
- energy relative to the best compared isomer or geometry (same formula, charge and spin) (kJ/mol) = 342.95
- Kohn-Sham gap (eV) = 9.634
- molecular weight (g mol⁻¹) = 119.12
- DFT total energy (eV) = -11820.5049

No. 5
C6H10NOP | the ωB97M-V functional and the def2-TZVPD basis

Structure (ORCA input):
```
! wB97M-V def2-TZVPD RIJCOSX def2/J DEFGRID3
* xyz 0 1
C 1.78034 0.94571 -0.82566
C 0.97696 0.12190 -0.08398
C -1.20414 1.05736 -0.45604
C -0.73982 -0.22368 1.56783
C -0.84770 -1.40460 -0.66548
C -0.45085 -0.15987 0.06928
N 3.11881 0.83935 -0.59178
O 1.74509 -0.50623 0.87804
P 3.32230 -0.16982 0.63433
H 1.38704 1.40018 -1.74492
H -2.17882 0.90256 -0.36915
H -0.86061 1.90972 0.06545
H -0.90836 1.29755 -1.52781
H -1.67516 -0.47871 1.76647
H -0.40677 0.64032 2.08195
H -0.22930 -1.11232 1.96116
H -1.78365 -1.73315 -0.26599
H -0.09868 -2.13670 -0.73016
H -0.94666 -1.18957 -1.76353
*
```

Summary:
- energy relative to the best compared isomer or geometry (same formula, charge and spin) (kJ/mol) = 0.00
- Kohn-Sham gap (eV) = 9.101
- molecular weight (g mol⁻¹) = 143.13
- DFT total energy (eV) = -19209.9081

No. 6
C25H23BrN2O4 | the ωB97M-V functional and the def2-TZVPD basis

Structure (ORCA input):
```
! wB97M-V def2-TZVPD RIJCOSX def2/J DEFGRID3
* xyz 0 1
N 1.07213 -1.69627 2.81651
C 2.09032 -1.40855 1.79654
C 1.55104 -1.35521 0.35527
C 1.45352 0.06160 -0.23504
C -0.00895 0.51228 -0.53747
C -0.33982 1.85130 0.14182
C -0.54014 1.64940 1.62442
C 0.44073 2.12990 2.49492
C 0.33792 1.92369 3.86657
C -0.73272 1.22704 4.39698
C -1.71025 0.72235 3.55550
C -1.62932 0.95365 2.17525
C -2.75076 0.45325 1.34893
O -3.06840 0.92594 0.28949
C -3.50917 -0.72398 1.87437
C -4.16449 -1.53014 0.95151
C -4.88441 -2.62658 1.40002
C -4.95755 -2.88917 2.76192
C -4.32129 -2.06995 3.68312
Br -4.47334 -2.56146 5.50523
C -3.56845 -0.96928 3.25315
C -2.83296 -0.04666 4.15348
O -3.08205 0.08206 5.32057
H 0.80868 -0.86890 3.33028
H 0.24933 -2.10374 2.40045
H 2.84759 -2.19054 1.84215
H 2.59133 -0.47684 2.04334
H 2.22199 -1.93688 -0.27248
H 0.58620 -1.85191 0.30106
H 1.88414 0.78634 0.44567
H 1.97131 0.07839 -1.17820
H -0.19052 0.57788 -1.60680
H -0.66858 -0.25601 -0.15032
H 0.49264 2.53768 0.01274
H -1.22043 2.30029 -0.29723
H 1.27601 2.66427 2.07177
H 1.11249 2.31668 4.50695
H -0.78377 1.07513 5.46365
H -4.09569 -1.28673 -0.09511
H -5.37447 -3.25841 0.67719
H -5.52422 -3.74461 3.09165
O 2.57917 -1.32447 -3.20272
N 3.25123 -0.32862 -3.39020
O 4.04529 0.13054 -2.59517
C 3.08187 0.37743 -4.67030
C 2.15951 -0.10117 -5.58242
C 1.99398 0.57482 -6.78038
C 2.74724 1.71002 -7.04935
C 3.67166 2.17194 -6.12165
C 3.84334 1.50408 -4.92004
H 1.57860 -0.98504 -5.36546
H 1.27536 0.21582 -7.50392
H 2.61278 2.23702 -7.98469
H 4.25891 3.05461 -6.33342
H 4.55883 1.85722 -4.19268
*
```

Summary:
- Kohn-Sham gap (eV) = 7.853
- molecular weight (g mol⁻¹) = 495.37
- DFT total energy (eV) = -107508.3179
- SMILES = NCCCCCc1cccc2c1C(=O)c1cccc(Br)c1C2=O.O=[N+]([O-])c1ccccc1